Below is 11 unconnected molecules or ions with the total composition C48H99N5O28 at a distorted geometry, with properties calculated with wB97M-V/def2-TZVPD.

Structure (ORCA input):
```
! wB97M-V def2-TZVPD RIJCOSX def2/J DEFGRID3
* xyz 0 1
C -0.2707 1.3768 -7.7727
O 0.9845 1.1361 -8.3546
C 1.1227 -0.1138 -8.8910
C 1.5087 -0.0158 -10.3754
N 0.9505 -1.2129 -10.9953
C 1.2071 -2.5181 -10.4165
C 1.2870 -3.5873 -11.5375
O 2.4543 -3.5404 -12.3626
C 2.4215 -4.0838 -13.7093
H -0.4499 0.8625 -6.8285
H -1.0377 1.3052 -8.5439
H -0.1550 2.4389 -7.5567
H 0.2504 -0.7521 -8.7497
H 1.9007 -0.6902 -8.3905
H 2.5596 0.0882 -10.6454
H 0.8818 0.7441 -10.8418
H 1.1455 -1.2449 -11.9858
H 0.4445 -2.8003 -9.6908
H 2.1697 -2.4478 -9.9100
H 0.4465 -3.6091 -12.2313
H 1.0774 -4.6305 -11.3010
H 3.2917 -4.5128 -14.2060
H 1.7971 -3.4677 -14.3563
H 1.7648 -4.9519 -13.6526
C -7.5258 -2.3477 7.6455
O -6.2741 -1.7482 7.3084
C -6.3232 -0.7241 6.3311
C -5.3304 0.3268 6.8424
N -3.9725 -0.2240 6.8691
C -2.8986 0.5818 7.4312
C -3.1496 0.9977 8.8830
O -2.9850 -0.0956 9.8050
C -1.9459 -0.1685 10.7093
H -7.9577 -2.6660 6.6966
H -8.1900 -1.6293 8.1260
H -7.2710 -3.1664 8.3184
H -7.2875 -0.2160 6.3415
H -6.1646 -1.0583 5.3058
H -5.5134 0.5561 7.8922
H -5.3865 1.2833 6.3228
H -3.7406 -0.2573 5.8867
H -2.6532 1.3610 6.7096
H -1.9841 0.0008 7.5501
H -4.1382 1.4212 9.0605
H -2.3728 1.7325 9.0947
H -1.4068 -1.0861 10.9448
H -2.0491 0.3082 11.6841
H -1.1847 0.3283 10.1078
C 5.0267 7.6392 7.1470
O 4.3814 8.1820 8.3023
C 4.3737 9.6437 8.4428
C 4.3756 9.9204 9.9829
N 5.6083 9.3240 10.4857
C 5.7674 9.5557 11.9054
C 6.3013 10.9414 12.2391
O 6.3733 10.9782 13.6988
C 6.9106 12.1628 14.1762
H 6.0269 8.0561 7.0293
H 4.4746 7.8598 6.2334
H 5.1216 6.5608 7.2741
H 3.6846 10.2919 7.9012
H 5.3266 9.9889 8.0416
H 3.4674 9.5323 10.4438
H 4.4353 10.9472 10.3438
H 5.5239 8.3202 10.4124
H 6.3466 8.7971 12.4319
H 4.7685 9.6773 12.3244
H 5.7642 11.7855 11.8064
H 7.3015 10.9759 11.8074
H 6.2702 13.0217 13.9754
H 7.9605 12.3935 13.9955
H 6.7672 12.2558 15.2527
C -3.0162 -5.4196 4.7722
O -2.3587 -5.5066 5.9940
C -1.1407 -6.2100 5.9683
C 0.2217 -5.4181 5.9493
N 0.2173 -4.5647 7.2107
C 1.5096 -3.7424 7.2750
C 2.5462 -4.5931 8.1551
O 2.0683 -5.0374 9.4473
C 2.8583 -6.1868 9.8166
H -3.3257 -6.3760 4.3507
H -2.4780 -4.9451 3.9517
H -4.0083 -4.9683 4.7889
H -1.0499 -7.1621 5.4455
H -0.9295 -6.6592 6.9387
H 0.3575 -4.7674 5.0854
H 1.0477 -6.1172 5.8194
H 0.3998 -5.1885 7.9838
H 1.3562 -2.8458 7.8756
H 1.8596 -3.2241 6.3822
H 3.5134 -4.0904 8.1549
H 2.6891 -5.5238 7.6060
H 3.8898 -5.9522 9.5536
H 2.4903 -7.0230 9.2221
H 2.7953 -6.4520 10.8720
C 1.3656 1.6323 0.5588
O 1.2365 0.4770 -0.2071
C -0.1356 -0.0830 -0.1666
C -0.1333 -1.3882 -1.0620
N -1.5481 -1.8884 -1.2588
C -1.6397 -3.0752 -2.0897
C -1.2679 -2.7106 -3.5561
O -2.2456 -1.7804 -4.2055
C -3.1557 -2.3338 -5.1126
H 2.3707 2.0529 0.5917
H 1.2071 1.3537 1.6006
H 0.7090 2.4994 0.4882
H -0.9319 0.5307 -0.5878
H -0.3572 -0.4309 0.8423
H 0.3258 -2.2502 -0.5779
H 0.4988 -1.3330 -1.9483
H -2.0606 -1.2719 -1.8732
H -2.6087 -3.5738 -2.1141
H -0.9059 -3.7932 -1.7235
H -1.4049 -3.6138 -4.1508
H -0.2581 -2.4554 -3.8773
H -2.6364 -2.5835 -6.0378
H -3.8332 -1.5515 -5.4549
H -3.6855 -3.1803 -4.6758
C -9.5194 -7.7277 -8.7143
C -8.2649 -7.8425 -9.5166
O -8.0844 -9.2361 -9.7382
C -9.2571 -9.8713 -9.4490
O -9.5279 -11.0903 -9.5164
O -10.0806 -8.9876 -8.8114
H -10.1429 -6.9603 -9.1731
H -9.4295 -7.3694 -7.6888
H -7.4551 -7.3033 -9.0251
H -8.3186 -7.3878 -10.5058
C 7.4766 -4.2267 -4.8275
C 6.9986 -2.9546 -5.5033
O 5.5980 -3.2024 -5.7428
C 5.3503 -4.4997 -5.5889
O 4.3481 -5.0253 -5.9076
O 6.4223 -5.1753 -5.1870
H 7.3303 -4.1789 -3.7484
H 8.4326 -4.5764 -5.2175
H 7.5326 -2.8176 -6.4436
H 7.1585 -2.0763 -4.8780
C 9.4495 7.6879 -1.2965
C 8.3385 8.7724 -0.7490
O 7.6176 8.0225 0.1553
C 8.1888 6.8810 0.4650
O 8.0519 6.1470 1.4332
O 9.3646 6.7717 -0.2925
H 10.4136 8.1940 -1.3454
H 9.2001 7.3960 -2.3166
H 7.7350 9.1825 -1.5588
H 8.8020 9.5989 -0.2103
C -2.1827 -9.0805 -8.2948
C -2.7607 -8.8482 -6.9657
O -1.6078 -8.9345 -6.2000
C -0.6093 -9.6066 -6.8568
O 0.4707 -10.0271 -6.4181
O -1.0125 -9.8039 -8.0913
H -1.8746 -8.1631 -8.7963
H -2.7799 -9.6026 -9.0423
H -3.4792 -9.6267 -6.7092
H -3.1381 -7.8345 -6.8317
C -9.6952 -1.2559 -10.2073
C -10.9153 -0.6656 -9.5102
O -10.4572 -0.7707 -8.1535
C -9.7555 -1.8888 -8.1061
O -9.5067 -2.4670 -7.0516
O -9.2929 -2.2834 -9.3025
H -8.8579 -0.5644 -10.3023
H -9.9823 -1.6196 -11.1939
H -11.8353 -1.2464 -9.5769
H -11.1079 0.2707 -10.0339
C 0.5083 11.3793 -0.0855
C 1.3994 10.0864 -0.1376
O 2.6404 10.6260 0.3876
C 2.4776 11.8202 1.0203
O 3.3422 12.4548 1.6067
O 1.1862 12.1414 0.9190
H -0.4604 11.2054 0.3830
H 0.3221 11.8946 -1.0277
H 1.4041 9.6795 -1.1489
H 1.0074 9.2168 0.3899
*
```

Values from the calculation:
* E_LUMO: 0.00 eV
* total energy: -116144.782 eV

Below is 7 unconnected molecules or ions with the total composition C49H107N5O9 at a distorted geometry, with properties calculated with wB97M-V/def2-TZVPD.

Structure (ORCA input):
```
! wB97M-V def2-TZVPD RIJCOSX def2/J DEFGRID3
* xyz 0 1
C 22.7555 34.8148 3.4041
C 22.4374 33.6585 4.3237
O 21.5491 32.8618 3.6264
O 21.5725 35.6064 3.3206
H 23.2422 34.6314 2.4462
H 23.4753 35.5745 3.7088
H 22.0022 33.9063 5.2918
H 23.3359 33.0887 4.5605
H 20.9978 32.3628 4.2335
H 21.9548 36.4869 3.3334
C 25.3343 34.7891 -0.4904
C 25.8001 36.3336 -0.4311
O 26.2233 36.8915 -1.6951
O 26.4009 33.9035 -0.6082
H 24.7396 34.7247 -1.4016
H 24.7092 34.6004 0.3824
H 26.6574 36.3552 0.2416
H 24.9400 36.9282 -0.1233
H 27.0640 36.4457 -1.8220
H 25.9399 33.0614 -0.6040
C 19.9435 39.2388 -3.0480
C 19.9359 39.6499 -1.5832
C 18.9111 38.8489 -0.8225
C 19.1579 37.3868 -0.6688
C 20.4782 37.2389 0.0216
C 21.6536 38.0602 -0.6048
N 21.2555 39.3835 -0.9978
O 22.2909 40.0390 -1.6101
C 22.6894 38.0580 0.5070
C 22.1729 37.2141 -1.7927
C 19.6113 41.1091 -1.3790
H 19.0136 39.5321 -3.5352
H 20.1827 38.2169 -3.3424
H 20.7812 39.8191 -3.4347
H 18.8114 39.2925 0.1681
H 17.9122 38.8612 -1.2586
H 19.2672 36.8496 -1.6109
H 18.3530 36.8311 -0.1877
H 20.8440 36.2256 0.1876
H 20.4090 37.4918 1.0796
H 23.5890 38.5825 0.1849
H 22.3253 38.8216 1.1943
H 22.9546 37.0625 0.8630
H 22.8118 37.5677 -2.6020
H 22.9134 36.5224 -1.3910
H 21.4707 36.6022 -2.3589
H 20.3339 41.8274 -1.7664
H 19.6712 41.3202 -0.3113
H 18.6010 41.3772 -1.6881
H 22.4875 39.4018 -2.3008
C 29.6260 39.0504 2.8852
C 29.3231 40.3074 2.1049
C 30.5944 41.0773 1.7010
C 31.4342 40.5460 0.5978
C 30.5932 40.4030 -0.6801
C 29.2797 39.6210 -0.3830
N 28.5854 40.0110 0.8493
O 27.2196 39.5963 0.9549
C 28.3498 39.9010 -1.6227
C 29.6144 38.1322 -0.3119
C 28.5565 41.2858 2.9582
H 29.4764 39.1742 3.9578
H 30.6544 38.7213 2.7367
H 28.9583 38.3102 2.4442
H 30.5085 42.1340 1.4480
H 31.2138 41.0742 2.5978
H 31.9024 39.5909 0.8357
H 32.2964 41.2085 0.5211
H 31.2238 39.8056 -1.3385
H 30.4231 41.3752 -1.1426
H 28.9594 39.7491 -2.5134
H 27.5373 39.1744 -1.6133
H 27.8698 40.8752 -1.7150
H 30.1924 37.7031 -1.1303
H 30.1897 37.7799 0.5442
H 28.6301 37.6642 -0.3287
H 28.0011 41.9501 2.2960
H 29.1488 41.8620 3.6689
H 27.9021 40.6545 3.5594
H 26.9477 40.1718 0.2363
C 27.5466 33.6078 3.4508
C 28.9104 33.3734 2.6726
C 29.9409 33.3852 3.8543
C 31.3590 32.6919 3.6235
C 31.0451 31.2532 3.1262
C 30.1186 31.1669 1.8794
N 28.8493 31.9878 2.0629
O 27.8405 31.7976 1.0886
C 30.8941 31.6070 0.6234
C 29.8163 29.6156 1.6556
C 29.2916 34.4849 1.7411
H 27.6928 34.5850 3.9110
H 27.3519 32.7631 4.1115
H 26.9256 33.5722 2.5557
H 29.9401 34.3437 4.3733
H 29.5485 32.7580 4.6547
H 32.0783 32.7501 4.4404
H 31.9746 33.2977 2.9585
H 30.5304 30.7118 3.9200
H 31.9800 30.7488 2.8823
H 31.6680 30.8758 0.3899
H 30.2506 31.5495 -0.2545
H 31.2675 32.6292 0.5621
H 29.4008 29.4600 0.6600
H 30.6349 28.8979 1.7090
H 29.0312 29.2085 2.2927
H 29.2061 35.3770 2.3616
H 28.6890 34.6026 0.8405
H 30.3453 34.4416 1.4652
H 28.2801 32.1374 0.3058
C 27.4699 36.9650 -6.7834
C 27.1248 36.8734 -5.3087
C 25.8491 35.9292 -5.2156
C 26.2429 34.4527 -5.2203
C 27.2497 34.2384 -4.0677
C 28.4433 35.1392 -4.1810
N 28.1781 36.5550 -4.3248
O 29.2255 37.4913 -4.3504
C 29.2034 34.8464 -2.8203
C 29.3657 34.5851 -5.3073
C 26.6907 38.3387 -4.9747
H 26.6656 37.4646 -7.3234
H 27.6358 36.0149 -7.2913
H 28.3973 37.5204 -6.9232
H 25.2418 36.0808 -4.3233
H 25.1155 36.2271 -5.9647
H 26.5613 34.1297 -6.2114
H 25.4384 33.7902 -4.9009
H 27.3183 33.1517 -4.1172
H 26.6689 34.4871 -3.1795
H 28.6810 35.2010 -1.9317
H 29.5296 33.8304 -2.5979
H 30.1805 35.3027 -2.9791
H 28.9197 34.6633 -6.2988
H 30.3518 35.0411 -5.3960
H 29.6221 33.5316 -5.1962
H 26.2748 38.3473 -3.9672
H 25.9458 38.7634 -5.6477
H 27.3964 39.1680 -4.9260
H 29.0720 37.9854 -3.5418
C 19.3241 33.6945 -1.2831
C 19.2797 32.8860 0.0284
C 18.7352 31.4669 -0.0733
C 19.4607 30.3594 -0.9204
C 20.9400 30.2941 -0.4029
C 21.6834 31.6420 -0.0485
N 20.6832 32.6221 0.5265
O 21.3382 33.7949 0.8535
C 22.8523 31.2700 0.9191
C 22.2681 32.2648 -1.3692
C 18.3689 33.5708 1.1744
H 18.2551 33.9076 -1.2877
H 19.6206 33.1095 -2.1537
H 19.8572 34.6333 -1.1330
H 18.7408 30.9907 0.9072
H 17.6916 31.5790 -0.3673
H 19.3448 30.6992 -1.9496
H 18.9471 29.4238 -0.6991
H 21.4996 29.7652 -1.1744
H 21.0446 29.5713 0.4063
H 23.4089 30.5133 0.3662
H 23.4384 32.1004 1.3129
H 22.4407 30.7908 1.8075
H 22.7653 33.2201 -1.2016
H 23.0678 31.7573 -1.9086
H 21.6421 32.3001 -2.2608
H 18.7889 34.5442 1.4276
H 18.4816 32.8982 2.0246
H 17.3041 33.6534 0.9567
H 21.0992 33.8817 1.7792
*
```

Values from the calculation:
* E_LUMO: 0.50 eV
* total energy: -78413.934 eV
* energy above the lowest of the compared OMol25 structures with the same formula, charge and spin: 123.0 kcal per mole